No. 1
A molecular structure, C25H27BrCrN3S6. Source: the OMol25 dataset; level of theory: the ωB97M-V functional and the def2-TZVPD basis.

Output
<S²> = 6.02
relative energy (zero: lowest compared OMol25 entry of this formula, charge and spin) = 111.0 kJ/mol
max |F| = 1.0 eV/A
total charge = -1
multiplicity = 5
gap between HOMO and LUMO (alpha / beta) = 4.54 / 4.64 eV

Atoms and positions in Å:
1 Cr 0.11 -0.06 0.42
2 S 6.05 0.05 5.03
3 C 4.74 0.03 3.99
4 S 3.12 -0.13 4.48
5 C 2.33 -0.05 2.92
6 C 3.17 0.08 1.87
7 S 2.72 0.19 0.18
8 S 4.86 0.16 2.29
9 S 0.58 -0.13 2.88
10 Br -1.98 2.15 2.34
11 C -0.70 2.88 1.16
12 C -0.63 4.27 1.11
13 C 0.19 4.85 0.17
14 C 0.89 4.03 -0.70
15 C 0.78 2.66 -0.54
16 N 0.02 2.08 0.39
17 H -1.22 4.85 1.80
18 H 0.28 5.93 0.11
19 H 1.54 4.43 -1.47
20 H 1.35 1.99 -1.16
21 S -2.16 0.03 -0.86
22 C -2.53 1.59 -1.38
23 N -3.50 2.30 -0.75
24 C -3.87 3.56 -1.04
25 C -3.26 4.24 -2.05
26 C -2.24 3.57 -2.75
27 C -1.88 2.30 -2.43
28 H -3.91 1.82 0.04
29 H -4.66 3.98 -0.42
30 H -3.56 5.25 -2.28
31 H -1.72 4.08 -3.56
32 H -1.09 1.79 -2.96
33 C -3.63 -1.80 3.68
34 C -2.68 -2.65 2.86
35 C -2.58 -4.02 3.06
36 C -1.67 -4.75 2.31
37 C -1.53 -6.25 2.51
38 C -0.87 -4.12 1.36
39 C -0.95 -2.73 1.10
40 C -1.89 -2.04 1.90
41 N -0.19 -2.04 0.18
42 C 0.41 -2.79 -0.97
43 C -0.55 -3.83 -1.60
44 C 0.71 -1.78 -2.08
45 C 1.76 -3.44 -0.60
46 H -4.20 -2.42 4.37
47 H -4.33 -1.26 3.04
48 H -3.08 -1.06 4.26
49 H -3.20 -4.52 3.81
50 H -2.07 -6.58 3.40
51 H -0.48 -6.54 2.61
52 H -1.93 -6.80 1.65
53 H -0.14 -4.72 0.85
54 H -2.00 -0.97 1.76
55 H -1.59 -3.57 -1.39
56 H -0.38 -4.85 -1.25
57 H -0.42 -3.83 -2.69
58 H -0.22 -1.35 -2.47
59 H 1.23 -2.28 -2.90
60 H 1.36 -0.97 -1.73
61 H 1.64 -4.22 0.15
62 H 2.43 -2.68 -0.19
63 H 2.23 -3.89 -1.49

Charges computed using Mulliken, reported in e: 0.2904, -0.3526, 0.1095, -0.1350, -0.0691, 0.0526, -0.7044, -0.1517, -0.3241, -0.0525, 0.3258, -0.8141, -0.2588, -1.1461, -0.1806, 0.4146, 0.4517, 0.4008, 0.4706, 0.6149, -0.2063, 0.0477, 0.0830, -0.3183, -0.6657, -0.2014, -0.6995, 0.3010, 0.4020, 0.4151, 0.4052, 0.4357, -1.4965, 0.2613, -0.8827, 0.3486, -1.6020, -0.1665, 0.0120, 0.1316, 1.1721, 1.5295, -1.7592, -1.8191, -1.4032, 0.3684, 0.2829, 0.2667, 0.2080, 0.3722, 0.3521, 0.2814, 0.1958, 0.2448, 0.3058, 0.3673, 0.4768, 0.3688, 0.5416, 0.1983, 0.3159, 0.1371, 0.4497

No. 2
A single C25H27ClN4O5S molecule in a non-equilibrium geometry. Source: the OMol25 dataset; level of theory: the ωB97M-V functional and the def2-TZVPD basis.

Output
relative energy (zero: lowest compared OMol25 entry of this formula, charge and spin) = 16.4 kJ/mol
max |F| = 1.1 eV/A
total charge = 0
multiplicity = 1
gap between HOMO and LUMO = 7.48 eV

Atoms and positions in Å:
1 C -2.02 -4.61 2.10
2 N -1.52 -3.57 1.24
3 C -0.24 -3.63 0.79
4 C 0.34 -2.69 0.00
5 C -0.44 -1.57 -0.51
6 O 0.00 -0.73 -1.28
7 C -1.83 -1.55 -0.02
8 C -2.66 -0.51 -0.45
9 C -3.96 -0.44 -0.01
10 C -4.46 -1.39 0.87
11 C -3.66 -2.43 1.29
12 C -2.33 -2.53 0.85
13 H -4.07 -3.16 1.97
14 H -5.48 -1.30 1.20
15 S -5.02 0.88 -0.59
16 O -6.18 0.91 0.25
17 O -5.21 0.73 -2.00
18 N -4.02 2.20 -0.34
19 C -4.06 3.24 -1.35
20 H -4.16 2.75 -2.31
21 C -5.23 4.19 -1.09
22 H -5.20 5.04 -1.77
23 O -5.17 4.72 0.22
24 C -5.22 3.70 1.19
25 H -5.16 4.20 2.16
26 C -4.05 2.72 1.01
27 H -4.16 1.87 1.69
28 H -3.10 3.22 1.20
29 H -6.16 3.14 1.11
30 H -6.17 3.63 -1.22
31 H -3.11 3.79 -1.30
32 H -2.26 0.23 -1.13
33 C 1.72 -2.98 -0.52
34 O 1.95 -4.05 -1.05
35 N 2.66 -2.03 -0.36
36 C 2.53 -0.80 0.38
37 H 1.54 -0.73 0.84
38 C 2.77 0.40 -0.56
39 N 4.06 0.28 -1.20
40 C 5.19 0.82 -0.61
41 C 5.13 2.08 0.00
42 C 6.25 2.66 0.55
43 C 7.49 2.03 0.51
44 C 7.56 0.80 -0.11
45 C 6.44 0.19 -0.65
46 H 6.56 -0.78 -1.11
47 H 8.51 0.28 -0.16
48 H 8.36 2.50 0.94
49 Cl 6.11 4.21 1.30
50 H 4.20 2.63 0.03
51 C 4.13 -0.95 -1.94
52 H 5.07 -1.02 -2.49
53 C 3.93 -2.17 -1.02
54 H 3.92 -3.10 -1.59
55 H 4.73 -2.20 -0.27
56 H 3.31 -0.94 -2.67
57 H 2.69 1.32 0.02
58 H 1.99 0.40 -1.33
59 H 3.29 -0.79 1.17
60 H 0.33 -4.48 1.11
61 H -1.24 -5.35 2.27
62 H -2.88 -5.11 1.64
63 H -2.32 -4.21 3.07

Charges computed using Mulliken, reported in e: -1.1801, 0.0604, 0.4983, -0.3874, 1.1312, -0.7512, -0.1198, -0.2411, -0.2379, -0.8658, -0.7253, 0.2895, 0.4432, 0.5656, 1.4189, -0.6949, -0.7488, 0.0137, -0.7435, 0.4514, -0.4759, 0.3706, -0.4145, -0.5103, 0.3712, -0.7135, 0.3663, 0.3957, 0.3386, 0.3175, 0.3664, 0.6119, 0.0733, -0.6904, 0.0768, -0.9098, 0.5676, -0.8766, 0.0901, 1.1018, -0.4553, 0.0944, -0.5721, -0.7423, -0.5877, 0.2552, 0.3722, 0.4270, -0.2329, 0.4899, -1.1989, 0.5485, -0.7058, 0.3751, 0.4124, 0.4252, 0.2542, 0.4466, 0.3213, 0.3610, 0.3239, 0.3886, 0.3662